Entry 1:
Density functional theory data (the ωB97M-V functional and the def2-TZVPD basis) for a cluster of 3 separate species, C36H53F2NO3S in total at a distorted geometry.

CARTESIAN COORDINATES (ANGSTROEM)
S 0.196 -1.871 3.987
F -3.554 4.916 -0.612
F 5.419 3.450 2.435
O 0.151 -2.161 0.167
O -1.912 -1.271 0.068
O -3.851 -5.234 0.512
N -0.385 -0.493 1.653
C -2.967 -3.848 -1.247
C 5.869 2.336 3.045
C 2.207 -0.017 -4.014
C -3.538 -5.528 1.853
C -0.215 -1.089 2.703
C 3.693 -3.104 -2.136
C -0.672 -1.381 0.531
C -1.876 2.308 0.726
C -3.533 -2.773 -2.178
C 7.556 1.223 4.301
C 5.492 -3.963 -0.659
C -7.100 4.372 -0.213
C 1.254 3.661 2.651
C 5.553 0.055 3.662
C 5.085 1.199 3.031
C -1.349 1.686 -0.572
C 6.786 0.068 4.302
C 2.349 -2.423 -2.027
C -7.349 5.139 0.917
C 4.713 -2.838 -1.292
C -4.804 4.991 -0.110
C -5.024 5.756 1.017
C -2.140 -0.726 -1.275
C -3.605 -3.881 0.144
C 1.030 -0.951 -3.663
C 1.535 -2.372 -3.351
C -2.376 0.789 -1.282
C -6.312 5.831 1.528
C -0.899 3.351 1.283
C 7.102 2.369 3.665
C -5.818 4.297 -0.738
C 5.174 -1.451 -0.925
C 0.213 2.679 2.096
C 0.166 -0.375 -2.526
C -3.522 -1.338 -1.656
C -1.126 -1.183 -2.336
H -3.184 -4.824 -1.682
H 2.460 -1.417 -1.623
H 4.673 -0.676 -1.501
H -2.913 -3.463 0.879
H -2.146 1.559 1.471
H -5.601 3.710 -1.621
H 1.105 3.820 3.717
H 0.747 -0.265 -1.610
H 4.123 1.215 2.537
H 1.304 4.591 2.088
H 1.802 -3.052 -1.328
H -7.906 3.830 -0.689
H -4.585 -3.040 -2.326
H 3.143 -0.573 -3.997
H 6.230 -1.430 -1.208
H 5.135 -1.238 0.147
H 5.392 -4.873 -1.251
H 2.238 3.195 2.560
H -2.772 2.855 0.425
H 7.688 3.277 3.649
H 0.705 -3.077 -3.341
H -0.838 -2.209 -2.116
H -4.141 -6.383 2.159
H 7.145 -0.822 4.801
H 2.256 0.828 -3.328
H 0.731 2.003 1.415
H -1.639 -1.171 -3.298
H -3.089 -2.857 -3.170
H 8.516 1.234 4.801
H 2.224 -2.654 -4.150
H -2.378 1.045 -2.343
H -1.884 -3.790 -1.129
H -0.372 1.222 -0.442
H -3.996 -0.656 -2.361
H 6.561 -3.724 -0.620
H -1.426 4.100 1.875
H -8.351 5.198 1.320
H -2.480 -5.780 1.977
H -0.089 0.649 -2.822
H 3.779 -3.870 -2.905
H -3.778 -4.703 2.530
H 5.131 -4.107 0.358
H -0.425 3.837 0.426
H -4.100 -1.312 -0.729
H -3.364 1.007 -0.875
H -0.260 2.098 2.887
H 2.105 0.385 -5.022
H 4.952 -0.844 3.665
H -4.200 6.281 1.481
H -1.168 2.543 -1.228
H -6.505 6.432 2.406
H -4.524 -3.287 0.198
H 0.356 -1.022 -4.523

Cartesian forces (eV/Å) of the 2 atoms listed first:
-0.3 0.2 0.0
0.0 0.0 0.0

SMILES	CCCCCC[C@@](CCCCOC)(CC[C@@H](C)CCC=C(C)C)OC(=O)N=C=S.Fc1ccccc1.Fc1ccccc1
electronic energy	-2281.844084	Eh
energy relative to the best compared isomer or geometry (same formula, charge and spin)	11.2	kcal/mol
frontier orbital gap	7.952	eV
LUMO energy	0.2	eV

---

Entry 2:
Density functional theory data (the ωB97M-V functional and the def2-TZVPD basis) for a cluster of 4 separate species, C36H53F5O12 in total at a distorted geometry.

CARTESIAN COORDINATES (ANGSTROEM)
F -3.062 -1.525 -0.462
F -0.093 -1.742 -0.878
F -6.519 -0.160 4.765
F -0.311 -3.511 0.324
F -2.823 -3.710 -0.304
O 3.765 11.715 -3.376
O -1.858 -4.339 2.278
O 6.342 9.790 -4.650
O -2.340 -1.339 5.861
O 4.038 8.651 -2.931
O 3.351 0.907 -2.260
O 4.550 3.987 -1.120
O 4.775 2.979 -4.056
O 0.151 0.382 0.299
O -3.230 -10.940 -0.064
O -4.951 -10.876 2.524
O -3.408 -8.076 1.079
C -0.876 -2.320 0.057
C -5.273 -1.521 6.289
C 2.709 12.611 -3.636
C -0.668 0.634 2.505
C -2.230 -2.566 -0.674
C -1.350 0.170 3.606
C -3.980 -11.820 2.104
C -5.739 -0.117 5.907
C -5.045 -2.393 5.081
C -1.874 -1.118 3.562
C -3.842 -2.438 4.370
C 2.216 0.088 -2.444
C -4.138 -9.882 -0.340
C -3.512 -8.507 -0.265
C -3.687 -3.278 3.262
C 5.386 4.688 -0.229
C -0.506 -0.167 1.370
C 4.334 0.697 -3.258
C 3.799 3.781 -3.402
C -1.710 -1.940 2.449
C -6.082 -3.209 4.631
C 7.733 9.562 -4.670
C -2.890 -11.146 1.300
C 5.284 1.872 -3.326
C -5.922 -4.036 3.523
C -2.461 -7.034 1.233
C -1.017 -1.473 1.311
C -2.661 -1.605 4.732
C 4.180 8.768 -4.341
C 4.472 9.761 -2.156
C -2.354 -3.294 2.594
C -6.134 -11.499 2.968
C 3.534 10.946 -2.208
C 5.602 8.595 -4.827
C -4.723 -4.086 2.827
C 4.368 4.692 -2.339
H 6.392 4.806 -0.648
H -7.025 -3.225 5.155
H 1.718 0.324 -3.393
H -2.025 -2.616 -1.744
H 6.074 7.771 -4.277
H -5.024 -9.945 0.295
H -0.039 1.326 0.332
H -3.537 -12.283 2.997
H 6.168 1.551 -3.882
H 3.750 9.702 -4.707
H 2.497 10.590 -2.189
H 1.775 12.070 -3.827
H 3.710 11.584 -1.331
H 1.527 0.286 -1.627
H -6.755 -4.658 3.229
H -0.269 1.639 2.499
H -6.304 0.350 6.710
H -2.571 -10.217 1.774
H 5.325 5.103 -2.684
H -4.592 -4.747 1.984
H -6.610 -12.059 2.155
H 5.610 2.171 -2.327
H 4.487 9.395 -1.127
H 5.456 4.105 0.687
H -4.874 0.513 5.695
H 8.034 8.911 -3.840
H -2.032 -11.821 1.276
H 4.899 -0.211 -3.005
H 3.383 4.412 -4.190
H 2.488 -0.973 -2.427
H -4.143 -7.793 -0.814
H 3.859 0.559 -4.237
H -6.815 -10.717 3.299
H -2.456 -6.738 2.276
H 4.972 5.676 0.008
H -4.456 -10.046 -1.372
H 5.490 10.053 -2.420
H -4.390 -1.483 6.912
H -1.513 0.775 4.483
H 2.971 13.181 -4.525
H 3.670 5.521 -2.157
H 3.589 7.946 -4.753
H 2.988 3.169 -3.002
H 5.589 8.347 -5.897
H -4.452 -12.600 1.494
H -5.934 -12.175 3.808
H -6.064 -1.991 6.873
H -1.458 -7.381 0.958
H 8.229 10.524 -4.558
H -2.727 -6.169 0.621
H -2.520 -8.536 -0.732
H 2.564 13.304 -2.799
H 8.047 9.109 -5.617

Cartesian forces (eV/Å) of the 2 atoms listed first:
-0.3 0.1 0.2
0.2 0.2 -0.2

SMILES	O=C1c2ccc(O)c(C(F)(F)C(F)F)c2C(=O)c2cccc(CCF)c21.COCCOCCOC.COCCOCCOC.COCCOCCOC
electronic energy	-2805.585302	Eh
frontier orbital gap	8.366	eV
LUMO energy	-0.7	eV

---

Q: LUMO energy of number 2 (C36H53F5O12)?
A: -0.7 eV

---

Q: Number 2 is which compound?
A: C36H53F5O12

---

Q: Which formula does entry 2 have?
A: C36H53F5O12